No. 1
{"formula": "C32H30Cl2CoN9O4S", "method": "ωB97M-V/def2-TZVPD", "symbols": ["Co", "N", "C", "C", "C", "C", "N", "C", "N", "N", "C", "O", "O", "H", "H", "H", "H", "H", "H", "H", "H", "H", "H", "H", "H", "H", "H", "S", "N", "C", "C", "C", "C", "C", "N", "C", "C", "N", "C", "C", "C", "C", "C", "N", "H", "H", "H", "H", "H", "H", "Cl", "C", "C", "C", "C", "C", "Cl", "C", "N", "C", "C", "C", "C", "C", "C", "C", "C", "O", "O", "H", "H", "H", "H", "H", "H", "H", "H", "H", "H"], "coordinates": [[0.3931, 0.3023, -0.3312], [2.5995, 0.0288, -0.3904], [3.2716, 0.5010, 0.8234], [4.4180, -0.4692, 1.1866], [5.0457, -0.3459, 2.5755], [5.8783, 0.9169, 2.8202], [5.0808, 2.1352, 2.8627], [4.1525, 2.3996, 3.7839], [4.2270, 1.8619, 5.0041], [3.3580, 3.4753, 3.6128], [2.1842, 0.6805, 1.9322], [2.5429, 0.9954, 3.0745], [0.9859, 0.5692, 1.5858], [2.5048, -0.9971, -0.2526], [3.1933, 0.1527, -1.2074], [3.6731, 1.5072, 0.6307], [5.1996, -0.3745, 0.4234], [4.0063, -1.4799, 1.1198], [5.7090, -1.1998, 2.7139], [4.2521, -0.4076, 3.3172], [6.6202, 1.0449, 2.0293], [6.4192, 0.8198, 3.7657], [4.9861, 2.6203, 1.9829], [4.7810, 1.0316, 5.1366], [3.4279, 1.9560, 5.6082], [3.1560, 3.7768, 2.6723], [2.5811, 3.5646, 4.2489], [-4.6840, 5.7818, -0.6734], [-4.8718, 4.1841, -0.5424], [-3.6779, 3.6122, -0.4918], [-3.4024, 2.2147, -0.3453], [-4.3790, 1.2404, -0.1417], [-3.9757, -0.0665, 0.0515], [-2.6141, -0.3626, 0.0666], [-1.6777, 0.5449, -0.1327], [-2.0440, 1.8244, -0.3642], [-0.9879, 2.7699, -0.5741], [0.2618, 2.2673, -0.7694], [1.2683, 3.1357, -0.8432], [1.1086, 4.5088, -0.7682], [-0.1687, 5.0432, -0.6788], [-1.2423, 4.1613, -0.5907], [-2.6171, 4.5685, -0.5672], [-3.0708, 5.8092, -0.6640], [-5.4165, 1.5349, -0.1196], [-4.6942, -0.8521, 0.2199], [-2.2758, -1.3711, 0.2639], [2.2514, 2.7156, -1.0065], [1.9697, 5.1527, -0.8377], [-0.3439, 6.1061, -0.6988], [-3.1896, -5.0217, -3.4946], [-3.0664, -3.3519, -3.9283], [-3.7763, -2.8863, -5.0204], [-3.6148, -1.5773, -5.4407], [-2.7002, -0.7545, -4.8052], [-1.9955, -1.2197, -3.7112], [-0.8049, -0.1660, -2.9809], [-2.1965, -2.5148, -3.2052], [-1.5067, -2.9522, -2.1009], [-2.0716, -3.5654, -0.9923], [-3.4563, -3.6187, -0.8171], [-3.9915, -4.1690, 0.3283], [-3.1544, -4.6547, 1.3230], [-1.7812, -4.5856, 1.1636], [-1.2161, -4.0625, 0.0100], [0.2693, -4.0572, -0.1618], [0.9490, -2.6707, -0.1107], [2.1190, -2.6066, 0.2509], [0.2475, -1.6909, -0.5132], [-4.4452, -3.5524, -5.5413], [-4.1717, -1.2084, -6.2859], [-2.5329, 0.2512, -5.1553], [-0.6912, -2.3899, -1.8529], [-4.1035, -3.2004, -1.5734], [-5.0631, -4.1942, 0.4567], [-3.5710, -5.0787, 2.2232], [-1.1318, -4.9561, 1.9429], [0.5396, -4.4749, -1.1367], [0.7465, -4.6624, 0.6085]], "spin_multiplicity": 2, "s_squared": 0.7920, "total_charge": 1, "relative_energy_kj_mol": 96.3, "homo_lumo_gap_ev": [6.06, 6.06]}

=====

No. 2
{"formula": "C4H3NO", "method": "ωB97M-V/def2-TZVPD", "symbols": ["C", "C", "C", "N", "C", "O", "H", "H", "H"], "coordinates": [[2.3851, -0.1269, -0.3595], [1.2415, -0.3860, -0.0852], [-0.1354, -0.7116, 0.2256], [-0.8659, 0.1161, 1.3243], [-1.1819, 0.2620, 0.1226], [-1.9735, 0.9411, -0.6858], [3.3985, 0.1130, -0.5958], [-0.3792, -1.7735, 0.2033], [-2.4891, 1.5658, -0.1496]], "spin_multiplicity": 1, "smiles": "C#C[C@H]1N=C1O", "relative_energy_kj_mol": 241.1, "homo_lumo_gap_ev": 10.23}

=====

No. 3
{"formula": "C4H13NO2", "method": "ωB97M-V/def2-TZVPD", "symbols": ["C", "C", "C", "N", "C", "H", "H", "H", "H", "H", "H", "H", "H", "H", "O", "H", "H", "O", "H", "H"], "coordinates": [[-1.9255, -0.8045, -3.1195], [-0.9945, -0.6341, -2.1480], [-1.1384, -1.0961, -0.7344], [-0.3492, -0.1699, 0.1493], [0.1143, -0.8138, 1.3653], [-2.1272, 0.0363, -3.7824], [-2.7183, -1.5078, -2.8708], [-0.1147, -0.0700, -2.4517], [-2.1595, -0.9445, -0.3790], [-0.7526, -2.1088, -0.6059], [-0.8988, 0.6744, 0.1707], [0.7298, -1.6475, 0.9969], [0.7811, -0.2410, 1.9999], [-0.6774, -1.3041, 1.9402], [0.5859, 3.1803, 3.0066], [1.3429, 2.7600, 3.4078], [0.1620, 3.6405, 3.7426], [3.7366, 0.4436, -0.3615], [3.3228, -0.4203, -0.3530], [3.0808, 1.0272, 0.0269]], "spin_multiplicity": 1, "smiles": "C=CCNC.O.O", "relative_energy_kj_mol": 232.1, "homo_lumo_gap_ev": 9.38}

=====

No. 4
{"formula": "C28H47ClN5O8", "method": "ωB97M-V/def2-TZVPD", "symbols": ["C", "C", "C", "N", "C", "C", "C", "C", "C", "H", "H", "H", "H", "H", "H", "H", "H", "H", "H", "H", "H", "H", "H", "H", "H", "H", "H", "C", "C", "N", "C", "C", "N", "C", "C", "H", "H", "H", "H", "H", "H", "H", "H", "H", "H", "H", "Cl", "O", "O", "O", "O", "C", "N", "O", "O", "H", "H", "H", "C", "N", "O", "O", "H", "H", "H", "C", "C", "C", "C", "C", "C", "H", "H", "H", "H", "H", "H", "C", "C", "C", "C", "C", "C", "H", "H", "H", "H", "H", "H"], "coordinates": [[16.5144, 25.8604, -25.1580], [15.6266, 26.1293, -23.9566], [16.1610, 25.8139, -22.6081], [15.2772, 26.1240, -21.3993], [15.1033, 27.6162, -21.2303], [13.9347, 25.3298, -21.4170], [13.4319, 25.1039, -19.9746], [14.6848, 25.3758, -19.1271], [15.8418, 25.4701, -20.1056], [16.5680, 24.7904, -25.3587], [17.5147, 26.2783, -25.0450], [16.0932, 26.4140, -25.9972], [14.6358, 25.7417, -24.1936], [15.5191, 27.2139, -23.9730], [17.1797, 26.1513, -22.4168], [16.2690, 24.7293, -22.5989], [14.5333, 27.8728, -20.3374], [14.5770, 28.0479, -22.0816], [16.0957, 28.0586, -21.1436], [13.3521, 25.9835, -22.0661], [14.2149, 24.4009, -21.9138], [12.4540, 25.5528, -19.8005], [13.1118, 24.0620, -19.9781], [14.4033, 26.3259, -18.6731], [14.8638, 24.6546, -18.3296], [16.6974, 25.9969, -19.6830], [16.1410, 24.4716, -20.4242], [13.8508, 33.1905, -19.7458], [13.8051, 34.4628, -18.8219], [13.8556, 34.0866, -17.3985], [12.8631, 34.3479, -16.4535], [13.2022, 33.6378, -15.3139], [14.3923, 32.9894, -15.4845], [14.7630, 33.2006, -16.8082], [15.0677, 32.1712, -14.5272], [14.8007, 32.6705, -19.6214], [13.8552, 33.5126, -20.7871], [13.0186, 32.5111, -19.5618], [12.8774, 34.9995, -19.0204], [14.5702, 35.2332, -18.9174], [12.1436, 35.1038, -16.7316], [12.6872, 33.6524, -14.3647], [15.5407, 32.6471, -17.3133], [15.0460, 31.1263, -14.8367], [14.6184, 32.3281, -13.5465], [16.1148, 32.4686, -14.4708], [16.5404, 29.4933, -18.0376], [17.4593, 28.7394, -18.8035], [17.2337, 30.6234, -17.4256], [15.5141, 30.0070, -18.9316], [15.9912, 28.6643, -16.9930], [20.5544, 29.1646, -18.2955], [21.9339, 29.6989, -18.5179], [22.7935, 29.3070, -17.7827], [22.1619, 30.4971, -19.4067], [20.1374, 29.6319, -17.4034], [20.5027, 28.0870, -18.1401], [20.1024, 29.3369, -19.2723], [18.1707, 31.8159, -20.7571], [18.8286, 30.8794, -21.7128], [19.9618, 31.1711, -22.1229], [18.1145, 30.0070, -22.2552], [18.9810, 32.3052, -20.2165], [17.4641, 31.2613, -20.1397], [17.6328, 32.5006, -21.4127], [20.9496, 26.9622, -14.1888], [20.3294, 25.7096, -13.9289], [19.0241, 25.4492, -14.4376], [18.3985, 26.4302, -15.1765], [19.0456, 27.5975, -15.4525], [20.3368, 27.8547, -15.0414], [21.8588, 27.1812, -13.6487], [20.8966, 25.0045, -13.3394], [18.5936, 24.5299, -14.0689], [17.3720, 26.3094, -15.4898], [18.6159, 28.3537, -16.0926], [20.8674, 28.7559, -15.3112], [21.1776, 31.5622, -13.3289], [21.3476, 32.4427, -14.3680], [20.2394, 32.7378, -15.1343], [18.9990, 32.1577, -14.8164], [18.8953, 31.2824, -13.7674], [19.9726, 31.0290, -12.9613], [21.9587, 31.3409, -12.6167], [22.2682, 32.9812, -14.5380], [20.2111, 33.4611, -15.9359], [18.1588, 32.2856, -15.4828], [18.0380, 30.6490, -13.5933], [19.8845, 30.3573, -12.1202]], "spin_multiplicity": 2, "s_squared": 0.7565, "homo_lumo_gap_ev": [3.01, 7.10]}

=====

| no. | E (Eh) |
| --- | --- |
| 1 | -4732.5230 |
| 2 | -284.0813 |
| 3 | -365.3541 |
| 4 | -2430.3656 |